Below is a cluster of 6 separate species, C47H99N5O7 in total in a non-equilibrium geometry, with properties calculated with wB97M-V/def2-TZVPD.

Its HOMO energy is 1.0 eV. As for the total charge: -2. Its orbital gap is 2.86 eV. Its spin multiplicity is 1.

```
158
Properties=species:S:1:pos:R:3:forces:R:3:mulliken_charge:R:1
O 1.090 -0.515 -1.021 0.48 0.69 1.19 -0.61
C 1.058 -0.389 0.416 -1.84 1.17 -3.00 -0.28
C 0.126 0.827 1.126 -2.29 -0.50 -1.79 0.72
O -1.192 1.168 0.606 2.59 -0.69 0.83 -0.89
H 2.108 -0.246 0.671 0.44 -0.05 1.28 0.24
H 0.611 -1.345 0.688 0.04 -0.45 1.27 -0.43
H 0.738 1.715 1.284 0.75 0.67 -0.56 -0.53
H -0.062 0.546 2.162 0.34 -0.97 1.01 0.06
C -2.565 -1.454 1.969 -1.14 -0.22 -1.36 -2.36
C -3.747 -2.077 2.732 0.49 0.69 1.57 1.51
C -3.055 -2.971 3.813 -2.66 -3.47 -0.45 -1.26
C -4.071 -3.638 4.908 1.32 3.17 -0.20 -0.89
C -4.722 -2.384 5.574 -0.24 -1.04 -0.36 -1.37
C -5.417 -1.409 4.577 -0.49 1.41 0.50 1.70
N -4.491 -1.003 3.481 0.63 -1.20 0.67 0.86
O -5.092 -0.072 2.620 -0.01 -0.29 0.34 -0.35
C -6.855 -1.936 4.225 0.38 -0.79 -0.60 -1.72
C -5.636 -0.088 5.418 1.09 -0.52 -0.04 -2.19
C -4.764 -2.945 1.848 1.23 1.05 2.11 -1.37
H -1.891 -0.772 2.486 -0.37 -0.10 0.30 0.02
H -2.948 -0.915 1.102 0.25 0.37 0.02 0.47
H -1.977 -2.262 1.533 0.18 -0.13 0.09 0.55
H -2.919 -3.886 3.236 0.88 -0.10 -0.48 0.43
H -2.062 -2.743 4.199 -0.45 0.78 0.13 0.46
H -3.484 -4.233 5.608 0.07 0.19 0.23 0.47
H -4.835 -4.322 4.540 0.05 0.23 -0.59 0.30
H -4.022 -1.797 6.170 0.37 -0.23 -0.18 0.41
H -5.466 -2.779 6.265 -0.37 0.44 0.22 0.47
H -7.650 -1.296 4.606 0.11 0.02 -0.09 0.42
H -7.040 -2.164 3.175 0.12 0.77 -0.32 0.30
H -7.010 -2.946 4.605 0.05 -0.04 0.64 0.39
H -5.983 0.812 4.910 -0.76 -0.52 -0.38 0.45
H -6.197 -0.364 6.310 -0.34 0.32 0.00 0.54
H -4.656 0.261 5.742 0.26 -0.29 0.21 0.35
H -5.455 -2.262 1.355 0.31 -0.39 -0.79 0.23
H -5.364 -3.448 2.606 -0.04 -0.50 -0.31 0.40
H -4.187 -3.653 1.252 -0.43 0.25 -0.38 0.41
H -5.571 -0.630 2.003 -0.42 0.23 -0.52 0.29
C -1.157 0.167 -7.953 -0.39 0.20 0.23 -1.79
C -1.269 -0.134 -6.426 -1.73 -0.79 -0.99 1.13
C -1.983 -1.648 -6.316 1.50 2.01 -0.79 -0.87
C -0.962 -2.639 -6.714 0.84 -2.18 -0.69 -0.89
C 0.231 -2.605 -5.839 1.39 1.16 0.44 -1.15
C 0.967 -1.229 -5.746 -1.10 -1.13 -0.16 2.15
N 0.005 -0.109 -5.704 -1.32 -1.75 0.86 0.35
O 0.568 1.146 -5.468 -0.26 -0.39 -0.64 -0.24
C 1.725 -1.308 -4.457 0.20 1.89 0.98 -2.83
C 1.961 -1.104 -6.910 -1.07 -0.08 -0.36 -1.61
C -2.292 0.858 -5.800 0.89 -0.23 0.96 -1.84
H -0.687 1.131 -8.151 0.64 -0.05 0.17 0.38
H -2.147 0.362 -8.364 -0.31 -0.39 0.04 0.49
H -0.702 -0.636 -8.533 0.21 0.15 0.03 0.30
H -2.288 -1.975 -5.323 -0.28 0.82 0.18 0.41
H -2.791 -1.706 -7.045 -0.35 0.42 0.29 0.42
H -0.585 -2.677 -7.736 -0.42 0.80 -0.46 0.35
H -1.337 -3.658 -6.615 -0.53 -0.21 0.05 0.38
H 1.059 -3.184 -6.247 -0.29 -0.75 0.09 0.47
H 0.010 -2.965 -4.835 -0.07 0.12 0.08 0.41
H 2.388 -0.444 -4.507 0.76 -0.26 0.45 0.42
H 1.095 -1.049 -3.606 -0.27 -0.21 0.21 0.66
H 2.227 -2.243 -4.208 0.15 0.02 -0.53 0.24
H 2.140 -0.032 -6.997 1.06 -0.19 -0.12 0.28
H 2.797 -1.791 -6.775 0.45 0.66 0.28 0.44
H 1.529 -1.425 -7.858 -0.37 0.08 -0.18 0.37
H -3.323 0.908 -6.149 0.03 -1.01 -0.43 0.37
H -2.036 1.917 -5.825 0.78 -0.10 0.11 0.35
H -2.250 0.491 -4.775 -0.52 0.68 0.38 0.48
H 0.902 1.356 -6.343 0.43 0.82 -0.23 0.32
C -2.293 1.777 3.885 -1.35 -0.40 -0.75 -1.87
C -2.268 3.237 4.219 2.54 -0.14 0.92 1.81
C -0.718 3.629 3.876 -1.97 1.45 0.54 -0.78
C -0.456 5.116 3.835 0.01 1.16 0.10 -0.98
C -1.467 5.804 2.927 1.02 -1.50 -0.23 -1.29
C -2.927 5.393 3.175 -0.43 0.48 0.75 2.22
N -3.155 3.921 3.268 1.77 0.50 0.55 0.07
O -4.531 3.596 3.485 0.94 0.50 0.00 -0.41
C -3.388 6.195 4.475 -0.39 0.06 -1.31 -1.96
C -3.590 5.691 1.846 -0.92 1.47 -0.34 -2.10
C -2.678 3.370 5.771 0.53 1.17 -0.91 -1.67
H -3.323 1.510 4.123 0.19 -1.12 0.24 -0.15
H -1.494 1.147 4.277 -0.28 0.16 0.65 0.48
H -2.224 1.647 2.805 0.21 0.12 -0.45 0.34
H 0.036 3.187 4.527 -0.46 -0.67 -0.03 0.52
H -0.578 3.375 2.825 0.05 -0.90 0.06 0.23
H 0.571 5.242 3.492 0.06 0.16 -0.56 0.30
H -0.443 5.766 4.711 -0.19 -0.80 1.10 0.45
H -1.210 5.490 1.915 -0.07 0.27 -0.26 0.41
H -1.337 6.880 3.043 -0.41 0.11 -0.32 0.42
H -4.355 5.855 4.846 0.06 -0.25 0.17 0.33
H -2.641 6.211 5.269 -0.03 -0.38 -0.13 0.33
H -3.550 7.245 4.233 0.03 0.16 -0.33 0.51
H -3.242 4.942 1.135 -0.54 -0.24 0.16 0.49
H -4.671 5.809 1.928 -0.20 -0.76 -0.13 0.39
H -3.310 6.637 1.384 0.46 0.41 0.36 0.42
H -2.705 4.365 6.215 0.05 0.47 -0.55 0.31
H -1.949 2.913 6.440 -0.27 -0.91 -0.33 0.40
H -3.706 3.026 5.885 0.19 -0.73 0.38 0.30
H -4.591 3.655 4.441 -0.59 0.03 0.38 0.40
C 1.871 -4.526 -1.227 0.50 1.62 0.22 -1.75
C 3.136 -4.414 -0.416 0.91 0.06 0.39 1.55
C 2.844 -4.150 1.082 -0.53 0.62 -1.57 -0.64
C 2.408 -5.388 1.762 0.41 0.02 2.28 -0.78
C 3.513 -6.428 1.712 -0.99 -0.95 -0.79 -1.35
C 3.767 -6.924 0.267 -1.23 1.18 -0.20 1.50
N 3.831 -5.746 -0.598 1.11 1.35 2.85 0.54
O 4.144 -6.027 -1.902 0.25 -0.23 -1.11 -0.52
C 5.080 -7.690 0.317 0.23 -0.78 -1.17 -2.00
C 2.551 -7.822 -0.166 0.39 -1.09 0.58 -1.73
C 4.045 -3.198 -0.953 -1.47 -1.11 0.95 -1.67
H 1.444 -3.526 -1.152 -0.74 0.03 -0.26 0.43
H 2.259 -4.642 -2.239 -0.79 -0.53 -0.21 0.41
H 1.220 -5.305 -0.830 -0.05 0.00 -0.41 0.32
H 3.639 -3.647 1.633 0.50 -0.31 -0.23 0.43
H 2.039 -3.416 1.105 -0.10 0.17 -0.15 -0.06
H 2.344 -5.105 2.813 -0.22 -0.05 0.40 0.40
H 1.379 -5.683 1.556 0.25 -0.43 -0.63 0.33
H 3.232 -7.321 2.270 -0.13 -0.16 0.19 0.48
H 4.422 -6.077 2.200 0.08 0.37 -0.30 0.38
H 5.422 -8.018 -0.664 -0.21 0.16 -0.39 0.42
H 4.937 -8.640 0.831 0.07 0.14 0.53 0.40
H 5.925 -7.125 0.711 -0.30 0.16 0.38 0.41
H 2.721 -8.817 0.245 0.12 -0.36 0.04 0.49
H 2.376 -7.985 -1.229 0.51 0.45 -0.15 0.29
H 1.577 -7.573 0.255 0.18 0.71 0.10 0.34
H 5.037 -3.380 -0.540 0.46 -0.11 -0.95 0.45
H 3.808 -3.039 -2.005 1.06 -0.35 -0.31 0.32
H 3.773 -2.223 -0.547 -0.68 -0.16 0.45 0.25
H 4.972 -5.548 -1.977 0.25 -0.10 -0.60 0.37
C 3.573 3.288 -3.741 0.51 0.17 1.82 -1.89
C 4.217 3.103 -2.290 1.70 -0.35 -0.59 1.64
C 5.560 4.003 -2.229 -1.42 3.10 0.03 -1.30
C 5.194 5.592 -1.980 0.10 -3.85 2.15 -0.71
C 4.450 5.411 -0.601 -1.47 0.18 -1.04 -1.38
C 3.012 4.639 -0.707 1.38 0.67 0.71 1.81
N 3.226 3.296 -1.208 4.13 1.94 0.43 0.11
O 2.134 2.491 -1.303 -0.78 0.24 -0.67 -0.06
C 2.534 4.481 0.783 -2.20 0.72 -1.06 -2.31
C 2.067 5.450 -1.678 0.38 0.27 0.14 -1.51
C 4.815 1.675 -2.051 -1.16 -0.27 -2.04 -1.97
H 4.105 2.673 -4.467 -0.51 -0.24 -0.07 0.47
H 3.654 4.327 -4.062 0.19 0.15 0.05 0.26
H 2.511 3.118 -3.564 0.02 -0.71 -0.71 0.34
H 6.286 3.763 -1.453 -0.39 -0.43 0.23 0.46
H 6.156 4.131 -3.133 -0.38 -1.28 -0.63 0.32
H 4.630 5.938 -2.846 -0.10 0.33 0.44 0.34
H 6.134 6.118 -1.817 -0.08 0.26 -0.30 0.41
H 4.368 6.367 -0.083 -0.85 0.29 -0.12 0.40
H 4.998 4.837 0.147 0.57 -0.38 -0.51 0.54
H 2.762 3.628 1.422 0.87 -0.17 -0.71 0.36
H 2.597 5.391 1.379 0.31 0.26 -0.16 0.38
H 1.466 4.344 0.613 -0.41 -0.12 0.48 0.51
H 2.641 6.196 -2.228 0.28 0.16 0.14 0.36
H 1.679 4.828 -2.485 -0.32 -0.31 0.47 0.35
H 1.253 6.024 -1.235 -0.11 -0.34 0.35 0.38
H 5.301 1.391 -2.985 1.12 0.27 0.07 0.46
H 4.065 0.889 -2.143 -0.62 0.03 0.90 0.59
H 5.434 1.546 -1.164 -0.14 0.25 -0.14 0.30
H 2.511 1.648 -1.041 -1.07 -1.10 0.28 0.19
```
Positions in Å, forces in eV/Å.